Entry 1:
8 unconnected molecules or ions with the total composition C17H45IN16O9PS, computed with the ωB97M-V functional and the def2-TZVPD basis.

Summary:
Energy (eV): -88858.2897
Kohn-Sham gap (alpha / beta) (eV): 8.011 / 8.010
E_HOMO (alpha / beta) (eV): -7.8 / -7.8
Spin multiplicity: 2

Geometry as XYZ:
```
90
C17H45IN16O9PS (the ωB97M-V functional and the def2-TZVPD basis)
C 1.788 -1.057 -1.537
C 1.458 0.185 -2.413
C 2.329 -0.002 -3.721
C 1.981 1.457 -1.736
C 1.151 2.737 -2.024
N 1.640 3.811 -1.081
C 1.130 4.894 -1.388
S 0.262 6.233 -1.652
P 1.348 3.459 -3.737
O 0.777 2.412 -4.876
I 3.825 3.771 -4.223
C -0.323 2.452 -1.649
C -0.869 1.054 -2.035
C -1.421 0.328 -0.778
C -2.128 1.320 -2.929
N 0.046 0.246 -2.859
O -0.465 -0.921 -3.043
H 1.649 -1.970 -2.103
H 2.861 -0.979 -1.321
H 1.279 -1.038 -0.570
H 1.773 -0.589 -4.453
H 2.688 0.946 -4.116
H 3.189 -0.607 -3.436
H 3.034 1.621 -1.976
H 1.950 1.330 -0.644
H 0.021 1.883 -4.551
H -0.976 3.237 -2.040
H -0.368 2.536 -0.558
H -1.818 1.053 -0.056
H -2.279 -0.264 -1.104
H -0.702 -0.322 -0.284
H -2.690 0.398 -3.056
H -1.851 1.749 -3.899
H -2.731 2.063 -2.399
C 3.072 -4.131 -3.730
O 2.595 -3.006 -3.727
N 4.396 -4.365 -3.939
N 2.315 -5.246 -3.508
H 4.809 -5.281 -3.927
H 4.985 -3.566 -4.083
H 1.335 -5.109 -3.347
H 2.688 -6.176 -3.496
C -3.734 1.690 2.599
O -2.609 1.537 2.138
N -3.950 1.990 3.914
N -4.861 1.576 1.847
H -4.862 2.122 4.308
H -3.144 2.083 4.501
H -4.744 1.358 0.877
H -5.789 1.698 2.217
C 6.713 -0.410 -1.367
O 5.939 -0.989 -2.111
N 6.585 0.911 -1.046
N 7.785 -1.039 -0.796
H 7.217 1.396 -0.440
H 5.816 1.415 -1.449
H 7.918 -2.005 -1.020
H 8.437 -0.587 -0.185
C 6.315 -6.048 -0.997
O 5.630 -6.547 -1.881
N 6.232 -4.725 -0.674
N 7.204 -6.763 -0.259
H 6.774 -4.303 0.057
H 5.584 -4.158 -1.198
H 7.291 -7.740 -0.463
H 7.758 -6.364 0.475
C -8.600 3.322 2.440
O -7.662 2.551 2.589
N -9.097 3.628 1.206
N -9.214 3.931 3.491
H -9.862 4.257 1.055
H -8.662 3.194 0.414
H -8.865 3.740 4.418
H -9.975 4.571 3.387
C 5.242 -5.133 2.751
O 6.410 -5.278 2.408
N 4.896 -4.850 4.040
N 4.204 -5.243 1.878
H 3.951 -4.727 4.347
H 5.640 -4.764 4.706
H 4.428 -5.447 0.920
H 3.243 -5.129 2.138
C -10.206 4.791 6.860
O -9.117 4.665 6.316
N -10.320 5.081 8.186
N -11.391 4.650 6.194
H -11.196 5.189 8.659
H -9.470 5.190 8.706
H -11.350 4.424 5.221
H -12.287 4.749 6.630
```



Entry 2:
A molecular structure, C56H53BaBr2Cl4GeN5O5Se2, computed with the ωB97M-V functional and the def2-TZVPD basis.

Summary:
Energy (eV): -454702.5253
Kohn-Sham gap (eV): 7.230
E_HOMO (eV): -7.5
ΔE to the lowest compared entry with this formula, charge and spin (kcal per mole): 61.2

Geometry as XYZ:
```
129
C56H53BaBr2Cl4GeN5O5Se2 (the ωB97M-V functional and the def2-TZVPD basis)
Ba 0.036 0.090 0.158
Se -0.934 -0.055 -3.377
Se -0.905 -2.431 -3.369
C -2.522 -2.606 -2.293
C -2.744 -3.852 -1.704
C -3.807 -3.985 -0.830
C -4.616 -2.893 -0.562
C -4.336 -1.712 -1.220
N -3.314 -1.562 -2.086
C 0.991 0.129 -3.741
C 1.362 1.316 -4.363
C 2.692 1.519 -4.683
C 3.623 0.542 -4.380
C 3.172 -0.602 -3.756
N 1.879 -0.821 -3.434
H -2.091 -4.694 -1.911
H -3.992 -4.940 -0.347
H -5.438 -2.949 0.145
H -4.947 -0.830 -1.044
H 0.615 2.060 -4.619
H 2.990 2.440 -5.177
H 4.672 0.660 -4.623
H 3.868 -1.399 -3.503
C 3.427 2.114 -0.977
C 3.169 1.763 0.469
C 3.510 2.653 1.534
C 3.205 2.325 2.807
C 2.554 1.090 3.094
C 2.131 0.680 4.387
Br 2.470 1.765 5.896
C 1.445 -0.477 4.571
C 1.170 -1.321 3.469
Br 0.115 -2.842 3.780
C 1.604 -1.013 2.209
O 1.341 -1.806 1.120
C 2.285 0.252 2.006
N 2.600 0.611 0.706
H 3.863 3.108 -1.087
H 2.487 2.089 -1.543
H 4.103 1.381 -1.422
H 3.981 3.601 1.305
H 3.432 3.000 3.622
H 1.089 -0.761 5.553
Cl -2.034 0.885 6.164
C -2.529 -0.776 6.378
C -2.235 -1.390 7.582
C -2.605 -2.712 7.779
C -3.216 -3.413 6.754
C -3.470 -2.788 5.541
Cl -4.052 -3.775 4.231
C -3.190 -1.437 5.331
N -3.438 -0.771 4.131
C -4.646 -0.575 3.446
C -5.839 -1.155 3.872
C -7.009 -0.993 3.138
C -7.018 -0.238 1.975
C -5.841 0.400 1.587
C -4.653 0.273 2.296
C -3.450 1.140 1.880
C -2.321 0.304 1.302
O -1.477 -0.225 2.098
O -2.246 0.167 0.025
H -1.731 -0.821 8.357
H -2.402 -3.199 8.726
H -3.471 -4.461 6.864
H -2.632 -0.269 3.782
H -5.859 -1.739 4.791
H -7.921 -1.465 3.492
H -7.927 -0.121 1.396
H -5.840 1.043 0.710
H -3.068 1.704 2.738
H -3.776 1.854 1.129
Cl -2.849 3.852 -4.866
C -1.394 4.703 -5.265
C -1.134 4.956 -6.598
C 0.022 5.635 -6.948
C 0.919 6.007 -5.959
C 0.655 5.702 -4.628
Cl 1.898 6.050 -3.464
C -0.529 5.084 -4.233
N -0.837 4.770 -2.906
C -0.710 5.606 -1.781
C -0.369 6.948 -1.934
C -0.194 7.768 -0.829
C -0.384 7.266 0.450
C -0.796 5.944 0.585
C -0.982 5.096 -0.507
C -1.542 3.696 -0.228
C -0.473 2.626 -0.133
O -0.040 2.074 -1.193
O -0.063 2.277 1.032
H -1.852 4.627 -7.344
H 0.225 5.866 -7.989
H 1.847 6.511 -6.205
H -1.262 3.878 -2.761
H -0.241 7.357 -2.933
H 0.086 8.809 -0.976
H -0.243 7.893 1.324
H -1.002 5.543 1.575
H -2.304 3.401 -0.957
H -2.025 3.740 0.744
C 2.228 -4.783 -3.890
C 1.476 -5.514 -2.771
C 2.021 -5.183 -1.382
C 1.657 -3.757 -0.926
Ge 2.426 -3.229 0.701
C 4.105 -2.424 0.540
C 5.141 -3.191 -0.323
C 5.920 -4.290 0.403
C 5.045 -5.372 1.050
H 1.854 -5.052 -4.883
H 3.296 -5.031 -3.866
H 2.138 -3.692 -3.805
H 1.518 -6.594 -2.936
H 0.418 -5.241 -2.801
H 3.112 -5.304 -1.412
H 1.654 -5.913 -0.653
H 0.578 -3.647 -0.798
H 1.953 -3.010 -1.673
H 2.242 -4.201 1.868
H 4.493 -2.201 1.539
H 3.862 -1.467 0.076
H 5.854 -2.464 -0.713
H 4.652 -3.631 -1.206
H 6.552 -3.822 1.167
H 6.600 -4.763 -0.310
H 4.526 -5.007 1.940
H 5.632 -6.241 1.364
H 4.284 -5.748 0.352
```



Entry 3:
A single C5H11N molecule, computed with the ωB97M-V functional and the def2-TZVPD basis.

Summary:
Energy (eV): -6850.2333
SMILES: C/C=C/CNC
Kohn-Sham gap (eV): 8.994
E_HOMO (eV): -7.9
ΔE to the lowest compared entry with this formula, charge and spin (kcal per mole): 76.0

Geometry as XYZ:
```
17
C5H11N (the ωB97M-V functional and the def2-TZVPD basis)
C -2.683 -0.031 -0.626
C -1.490 0.884 -0.144
C -0.778 0.443 0.960
C 0.786 0.259 0.970
N 1.246 -0.486 -0.076
C 2.588 -0.409 -0.600
H -3.353 0.638 -1.207
H -3.276 -0.436 0.203
H -2.499 -0.904 -1.405
H -1.235 1.816 -0.621
H -1.352 -0.017 1.804
H 1.018 -0.345 1.857
H 1.334 1.190 1.277
H 0.899 -1.450 -0.042
H 2.654 -0.995 -1.553
H 3.345 -0.780 0.075
H 2.794 0.623 -0.871
```



Entry 4:
A single C18H21NO4 molecule, computed with the ωB97M-V functional and the def2-TZVPD basis.

Summary:
Energy (eV): -28684.6345
SMILES: Cc1ccc(-c2ccccc2O)n1CC[C@@H]1C[C@@H](O)CC(=O)O1
Kohn-Sham gap (eV): 8.293
E_HOMO (eV): -7.8
ΔE to the lowest compared entry with this formula, charge and spin (kcal per mole): 78.9

Geometry as XYZ:
```
44
C18H21NO4 (the ωB97M-V functional and the def2-TZVPD basis)
C 3.068 3.192 -0.620
C 1.816 2.759 -1.252
C 1.554 2.948 -2.585
C 0.286 2.353 -2.808
C -0.221 1.872 -1.594
C -1.434 1.183 -1.471
C -2.614 1.851 -1.114
C -3.825 1.161 -1.149
C -3.914 -0.194 -1.551
C -2.762 -0.764 -2.088
C -1.535 -0.112 -2.043
O -0.544 -0.742 -2.648
N 0.742 2.037 -0.657
C 0.539 1.414 0.674
C 1.455 0.157 0.813
C 0.765 -1.062 1.409
C 1.690 -2.115 1.927
C 0.884 -3.355 2.485
O 1.296 -3.712 3.852
C -0.691 -3.117 2.579
C -1.094 -2.566 1.175
O -2.221 -2.802 0.754
O -0.281 -1.592 0.660
H 2.972 4.263 -0.474
H 3.855 2.967 -1.301
H 3.190 2.804 0.324
H 2.201 3.519 -3.313
H -0.245 2.308 -3.823
H -2.588 2.824 -0.847
H -4.720 1.639 -0.838
H -4.793 -0.782 -1.426
H -2.886 -1.801 -2.554
H 0.204 -0.182 -2.307
H -0.482 1.179 0.960
H 0.915 2.157 1.342
H 1.758 -0.050 -0.188
H 2.232 0.431 1.437
H 0.274 -0.702 2.319
H 2.294 -1.763 2.699
H 2.390 -2.390 1.172
H 0.955 -4.207 1.767
H 1.688 -4.613 4.042
H -0.938 -2.385 3.361
H -1.236 -4.010 2.897
```